[1]
This record from the Open Molecules 2025 dataset describes a structure of composition C3H7NO3S at a distorted geometry. The level of theory is ωB97M-V/def2-TZVPD.

Atoms and positions in Å:
C -2.64979 1.09276 1.60648
C -2.14935 1.07922 0.13701
C 0.56776 -1.40940 -1.87780
N -1.72840 1.91879 -0.64521
O -2.46883 -1.63392 -0.18532
O -4.41945 -0.08802 -0.74964
O -3.50198 -0.06937 1.58049
S -3.21812 -0.44262 -0.07397
H -1.84655 0.95328 2.38938
H -3.27386 2.10361 1.89062
H -0.01728 -0.87783 -2.61695
H 0.36263 -1.49055 -0.77939
H 0.51583 -2.49951 -2.07943
H 1.66810 -1.17585 -1.83384
H -1.57493 2.80668 -0.20321

The calculation puts the lowest unoccupied orbital energy at 0.04 eV. The calculation puts the highest occupied orbital energy at -0.3991 hartree. The orbital gap is 0.400 Ha.

[2]
This record from the Open Molecules 2025 dataset describes a cluster of 2 separate species, C3H7NO3S in total at a distorted geometry. The level of theory is ωB97M-V/def2-TZVPD.

Atoms and positions in Å:
C -0.63461 1.43568 -1.03984
C 0.22469 0.60000 -0.20455
C 1.52834 -0.04188 -0.61140
N 0.18306 0.96040 1.20337
O -0.29032 -2.17669 1.39180
O -2.58257 -2.61562 0.97804
O -0.99515 0.14651 -0.70237
S -1.25114 -2.57010 0.42861
H -1.36534 2.22528 -0.71826
H -0.23828 1.38667 -2.07532
H 2.08622 -0.27391 0.42766
H 2.16835 0.63606 -1.23195
H 1.49967 -0.98780 -0.98188
H 0.46004 0.11221 1.65304
H -0.79297 1.16320 1.48304

The calculation puts the lowest unoccupied orbital energy at -0.93 eV. The calculation puts the highest occupied orbital energy at -0.3476 hartree. The orbital gap is 0.313 Ha.

[3]
This record from the Open Molecules 2025 dataset describes a cluster of 2 separate species, C3H7NO4 in total at a distorted geometry. The level of theory is ωB97M-V/def2-TZVPD.

Atoms and positions in Å:
O -2.19260 0.34090 1.86509
C -1.82396 0.19810 0.72745
C -0.96526 -1.01485 0.32924
N 0.34398 -0.74753 -0.23393
C 1.16774 0.29610 0.25335
O 2.09867 0.70148 -0.35498
O 0.83825 0.76329 1.46872
H -2.12722 0.97979 0.00746
H -0.99293 -1.62189 1.23734
H -1.58950 -1.51638 -0.41490
H 0.22958 -0.67089 -1.24556
H 0.34837 0.15815 1.99254
O 0.34509 -0.41819 -3.12490
H 1.23030 -0.06945 -3.27494
H 0.06266 -0.69828 -3.99761

The calculation puts the lowest unoccupied orbital energy at 0.38 eV. The calculation puts the highest occupied orbital energy at -0.3604 hartree. The orbital gap is 0.374 Ha.

[4]
This record from the Open Molecules 2025 dataset describes the ion C3H7NOP with charge +1 at a distorted geometry. The level of theory is ωB97M-V/def2-TZVPD.

Atoms and positions in Å:
N -0.10219 -1.42677 -0.07397
C -0.31233 0.24580 0.08205
P -2.17247 0.61307 0.04670
O -2.59096 -0.76686 0.05255
C 0.69990 1.00917 0.83473
C 0.82695 0.93459 -0.68946
H 0.32439 -1.76885 -0.92589
H -1.06757 -1.66802 -0.19488
H 0.46620 -1.74097 0.71332
H 1.34867 0.54598 1.42562
H 0.48712 1.90168 1.32369
H 0.48424 1.71990 -1.33580
H 1.60805 0.40129 -1.25866

The charge is +1. The calculation puts the lowest unoccupied orbital energy at -5.30 eV. The calculation puts the highest occupied orbital energy at -0.5387 hartree. The orbital gap is 0.344 Ha.

[5]
This record from the Open Molecules 2025 dataset describes an isolated molecule of C3H7NOS at a distorted geometry. The level of theory is ωB97M-V/def2-TZVPD.

Atoms and positions in Å:
C -2.24440 0.50313 -0.39538
C -1.14403 0.22740 0.27799
C 0.33506 -0.41608 -0.51767
S 0.13629 -2.25398 -0.45460
O 1.44161 -0.26012 0.30584
N 2.12937 0.96789 0.16743
H -3.09748 0.75439 0.17096
H -2.41518 0.49311 -1.48262
H -0.94024 0.22684 1.28550
H 0.56619 -0.11652 -1.48959
H 0.20185 -2.32683 0.88253
H 3.13092 0.76563 0.23337
H 1.90005 1.43512 1.01624

The calculation puts the lowest unoccupied orbital energy at 0.95 eV. The calculation puts the highest occupied orbital energy at -0.3262 hartree. The orbital gap is 0.361 Ha.

[6]
This record from the Open Molecules 2025 dataset describes an isolated molecule of C3H7NOS at a distorted geometry. The level of theory is ωB97M-V/def2-TZVPD.

Atoms and positions in Å:
C 0.54801 -1.09537 0.41150
C 1.29239 0.23196 0.38513
C -0.78410 -0.72063 -0.25668
N 0.90063 1.07236 -0.70493
O -1.95301 1.63073 -0.17649
S -0.48637 0.78793 -1.20056
H 1.19348 -1.67423 -0.25349
H 0.45849 -1.53407 1.37648
H 1.03924 0.80303 1.37456
H 2.25746 -0.09228 0.19846
H -1.21859 -1.36756 -1.14492
H -1.52061 -0.51697 0.47021
H -1.72704 2.47511 -0.47927

The calculation puts the lowest unoccupied orbital energy at 0.64 eV. The calculation puts the highest occupied orbital energy at -0.3444 hartree. The orbital gap is 0.368 Ha.

[7]
This record from the Open Molecules 2025 dataset describes an isolated molecule of C3H7NOS. The level of theory is ωB97M-V/def2-TZVPD.

Atoms and positions in Å:
N -0.72018 -0.47992 1.27604
C -0.33717 -0.34670 -0.12632
C 0.50240 -1.51894 -0.61947
O 0.13063 -2.66295 -0.57776
C 0.37966 0.97067 -0.36621
S -0.82306 2.34101 -0.44155
H -1.37274 -1.25468 1.36064
H 0.08755 -0.75000 1.83262
H -1.26570 -0.38799 -0.71631
H 1.52049 -1.29270 -0.96671
H 1.06247 1.15778 0.46166
H 0.92492 0.98609 -1.30227
H -0.08928 3.23834 0.18565

The calculation puts the lowest unoccupied orbital energy at 0.64 eV. The calculation puts the highest occupied orbital energy at -0.3376 hartree. The orbital gap is 0.361 Ha.

[8]
This record from the Open Molecules 2025 dataset describes a cluster of 2 separate species, C3H7NOS in total at a distorted geometry. The level of theory is ωB97M-V/def2-TZVPD.

Atoms and positions in Å:
C 0.39751 -0.39526 1.63935
C -0.21174 -0.19853 -2.02111
C -0.98705 -0.75616 -2.95941
N 1.24720 1.50307 3.13247
O 1.88990 -0.37356 1.34539
S 1.51775 -0.13468 2.91680
H 0.14135 -1.37797 1.50601
H 0.37970 0.62668 -2.32315
H -0.08969 -0.47749 -0.89642
H -0.82220 -0.43136 -3.96428
H -1.66835 -1.49057 -3.02497
H 1.18606 1.93317 3.98634
H 0.63057 1.85776 2.46745

The calculation puts the lowest unoccupied orbital energy at 0.44 eV. The calculation puts the highest occupied orbital energy at -0.3021 hartree. The orbital gap is 0.318 Ha.